A molecular structure, C11H10N2O4Ru in a non-equilibrium geometry. Source: the OMol25 dataset; level of theory: wB97M-V/def2-TZVPD.

The geometry in XYZ format:
```
28
Properties=species:S:1:pos:R:3:forces:R:3:nbo_charge:R:1
Ru 0.2483 2.0160 -0.2682 0.19 0.53 -1.99 0.29
C 0.2769 3.0423 1.3231 0.14 4.41 6.79 0.49
O 0.3082 3.6659 2.3191 -0.14 -2.95 -4.76 -0.27
C 0.4236 3.3193 -1.6589 0.39 4.92 -3.65 0.50
O 0.4926 4.1544 -2.4615 -0.19 -3.03 2.75 -0.32
C -1.5937 1.6742 -0.9988 -4.55 -1.40 -1.47 0.46
O -2.6394 1.5414 -1.4742 3.25 0.77 1.23 -0.33
C 2.0703 1.3582 -0.6206 4.87 -1.92 -0.98 0.44
O 3.1702 1.1380 -0.9113 -3.21 1.00 0.78 -0.33
C 0.3151 -0.8635 -3.2318 0.07 -0.16 2.49 0.01
H 1.1801 -1.2102 -2.6621 0.38 -0.51 -1.20 0.22
H -0.5929 -1.1190 -2.6821 -0.42 -0.46 -1.07 0.23
C 0.3683 0.3567 -3.8859 -0.05 2.94 1.09 0.03
H -0.5069 1.0284 -3.8781 -0.18 -0.93 -1.07 0.24
H 1.2597 1.0076 -3.8147 0.21 -1.02 -0.94 0.25
N -0.6628 -3.1073 3.3338 1.41 0.56 -1.90 -0.41
C -0.4711 -2.1620 2.3702 -0.59 -0.66 1.35 0.18
C 0.5404 -2.2312 1.3914 1.07 -0.42 -0.63 -0.14
C 0.7404 -1.1846 0.5048 -0.68 -0.07 0.74 0.03
N -0.0240 -0.0632 0.5847 -0.44 -1.82 0.57 -0.43
C -1.0694 -0.0290 1.4218 0.16 -0.39 0.43 0.04
C -1.3082 -1.0288 2.3472 -0.51 0.73 -0.04 -0.12
H -0.0610 -3.9362 3.4026 -0.16 0.22 -0.06 0.46
H -1.3758 -3.0246 4.0283 -0.72 0.17 0.58 0.45
H 1.2039 -3.0870 1.3636 -0.01 -0.07 -0.09 0.28
H 1.5149 -1.2359 -0.2708 -0.20 0.12 0.58 0.23
H -1.6982 0.8645 1.3766 0.12 -0.43 0.26 0.24
H -2.1093 -0.8844 3.0517 -0.22 -0.16 0.21 0.28
```
Positions in Å, forces in eV/Å.

Properties
Net charge ... +3
E_HOMO (spin up / spin down) ... -17.13 / -20.52 eV
Energy relative to the best compared isomer or geometry (same formula, charge and spin) ... 31.7 kcal per mole
Orbital gap (spin up / spin down) ... 4.8 / 4.9 eV
Spin multiplicity ... 6